22
Properties=species:S:1:pos:R:3:forces:R:3:lowdin_charge:R:1 method="wB97M-V/def2-TZVPD" homo_lumo_gap_ev=9.918 spin_multiplicity=1 largest_force_ev_per_a=4.6 e_homo_ev=-9.4
C 1.074 0.373 -0.094 0.65 0.27 0.34 -0.50
C -2.104 -0.164 -1.712 0.10 3.24 -0.85 -0.13
C -2.529 -0.166 -0.199 0.36 -2.02 -2.33 -0.13
C -0.728 0.647 -1.581 -3.91 1.52 1.90 -0.13
C -1.201 -0.632 0.418 -1.34 1.74 -0.26 -0.23
C 3.154 0.056 1.281 4.00 0.34 -0.43 -0.26
C 1.726 -0.087 1.304 -2.88 1.34 -1.24 -1.18
N -0.251 0.184 -0.307 2.33 -0.59 -0.03 -0.08
O 1.801 0.958 -0.906 -0.87 -0.80 1.21 0.04
Br 1.236 -1.867 1.801 0.28 -1.05 -0.05 0.80
Br 0.938 1.054 2.682 -0.04 0.48 0.15 0.71
H -1.893 -1.177 -2.011 -0.03 -0.36 -0.42 0.09
H -2.764 0.418 -2.526 1.11 -1.57 2.05 0.15
H -2.610 0.837 0.103 -0.79 1.34 0.53 0.09
H -3.446 -0.778 -0.049 0.83 0.46 0.35 0.12
H -0.050 0.603 -2.350 1.61 -0.61 -1.71 0.08
H -0.909 1.771 -1.387 -0.19 -1.41 -0.85 0.16
H -1.219 -0.360 1.426 0.17 0.52 1.76 0.05
H -0.955 -1.640 0.420 0.01 -1.98 -0.69 0.04
H 3.531 -0.695 1.984 0.41 1.07 0.83 0.05
H 3.534 -0.473 0.394 -0.25 0.66 -0.40 0.09
H 3.665 1.138 1.310 -1.54 -2.57 0.14 0.15